No. 1
# C35H67IN6O5P

A 3-piece molecular cluster, C35H67IN6O5P overall in a non-equilibrium geometry (the ωB97M-V functional and the def2-TZVPD basis, the Open Molecules 2025 dataset).

The geometry in XYZ format:
```
115
Properties=species:S:1:pos:R:3:lowdin_charge:R:1
C 4.4786 3.6097 0.2964 0.155
C 3.4217 3.8121 1.2300 -0.054
N 2.2758 4.3548 2.0521 0.100
C 1.0739 4.6362 1.4588 -0.126
N 0.6902 4.4647 0.0155 0.025
C -0.1389 3.2051 -0.0596 -0.393
P -1.2764 3.4153 -1.6180 0.933
C -0.4654 4.8795 -2.6085 -0.289
O -2.8489 4.0233 -1.1851 -0.386
C -0.9899 2.8957 1.3223 -0.242
C -0.3624 1.5866 2.1254 -0.198
C -1.5411 0.4807 2.5557 -0.195
C -1.5875 -0.8350 1.5797 -0.070
C -2.8280 -0.7316 0.4630 -0.229
O -2.4731 -0.9406 -0.8079 -0.018
O -4.2476 -0.4650 0.8658 -0.107
C -4.6198 0.8431 0.2309 -0.230
C -5.5243 0.6645 -1.1336 -0.096
C -1.2442 4.2069 2.2733 -0.706
I -1.7587 3.6676 4.3777 0.910
N -2.4947 4.8978 1.7358 -0.094
C -2.6530 6.3015 2.2730 -0.246
C -4.0402 6.9043 1.5584 -0.185
C -3.6937 8.0830 0.4538 -0.252
C -2.5919 7.6455 -0.6803 -0.147
N -0.0408 5.1378 2.3994 0.070
H 5.2671 3.4726 -0.5748 0.098
H 2.4375 4.5063 3.0933 0.191
H 1.4898 4.4807 -0.6481 0.114
H 0.6131 2.3248 -0.3468 0.140
H -0.5887 5.8653 -1.9505 0.040
H -1.0051 5.0838 -3.6322 0.072
H 0.6983 4.7063 -2.7063 0.054
H -3.5159 3.2947 -1.0161 0.033
H -2.0689 2.5406 0.9547 0.116
H 0.3347 1.8688 3.0214 0.089
H 0.3269 0.9918 1.3531 0.104
H -1.2699 0.1716 3.6758 0.125
H -2.5602 1.0595 2.6275 0.090
H -0.5607 -1.1250 1.0938 0.106
H -1.8949 -1.7584 2.2710 0.143
H -3.5837 1.3162 -0.1040 0.088
H -5.1752 1.5672 0.9628 0.133
H -4.8605 0.1367 -1.9743 0.094
H -5.8052 1.7271 -1.5985 0.087
H -6.5487 0.0844 -0.9497 0.100
H -3.3172 4.2891 1.9639 0.104
H -1.8041 7.0511 1.9702 0.121
H -2.8454 6.3759 3.4266 0.087
H -4.5526 6.0273 0.9354 0.112
H -4.8461 7.2305 2.3618 0.116
H -3.3333 9.0295 1.0491 0.109
H -4.7122 8.3148 -0.1204 0.118
H -3.1682 7.3494 -1.6580 0.086
H -1.9154 6.7366 -0.3863 0.039
H -1.8709 8.5554 -0.8867 0.085
H 0.3424 5.1579 3.3691 0.073
C 0.2608 -6.4604 -4.3557 -0.043
C 0.6208 -5.5422 -3.1558 -0.471
C -0.1957 -6.0054 -1.9169 -0.133
C -1.6746 -5.6349 -2.0243 -0.181
C -1.8401 -4.1366 -2.2593 -0.135
C -1.0349 -3.6095 -3.4769 -0.467
N 0.3896 -4.0941 -3.4893 -0.012
O 1.0931 -3.3291 -2.5322 -0.046
C -1.7328 -4.0224 -4.8004 -0.042
C -1.1450 -2.0477 -3.5004 -0.054
C 2.1372 -5.8553 -2.9256 -0.041
H 0.5643 -7.4944 -4.1521 0.088
H -0.8001 -6.5215 -4.5763 0.052
H 0.7849 -6.1441 -5.2692 0.096
H 0.2164 -5.5579 -1.0038 0.107
H -0.1083 -7.0907 -1.7916 0.124
H -2.1579 -6.2025 -2.8242 0.104
H -2.1868 -5.9143 -1.0962 0.115
H -2.9073 -3.9110 -2.3900 0.128
H -1.5269 -3.6071 -1.3507 0.110
H -1.0974 -3.8129 -5.6689 0.094
H -2.6660 -3.4653 -4.9422 0.085
H -2.0289 -5.0685 -4.8342 0.056
H -0.7890 -1.5829 -2.5731 0.056
H -2.1887 -1.7310 -3.6150 0.080
H -0.5789 -1.6230 -4.3391 0.087
H 2.7315 -5.5317 -3.7939 0.091
H 2.3031 -6.9294 -2.7988 0.084
H 2.5443 -5.3726 -2.0325 0.054
C 3.3907 -4.3379 2.5794 -0.039
C 2.7566 -3.1600 1.7899 -0.462
C 3.3909 -3.1178 0.3715 -0.128
C 4.8292 -2.6012 0.3937 -0.177
C 4.9013 -1.2336 1.0660 -0.137
C 4.2689 -1.2076 2.4831 -0.470
N 2.9140 -1.8606 2.5302 -0.003
O 1.9965 -0.9462 1.9659 -0.062
C 5.2118 -1.8995 3.5036 -0.039
C 4.2457 0.2757 2.9840 -0.055
C 1.2559 -3.5908 1.6755 -0.035
H 3.1481 -5.2946 2.1017 0.091
H 4.4748 -4.3189 2.6269 0.053
H 3.0016 -4.3823 3.6070 0.096
H 2.7944 -2.4775 -0.2904 0.119
H 3.3782 -4.1175 -0.0775 0.115
H 5.4870 -3.3116 0.9018 0.105
H 5.2009 -2.5191 -0.6344 0.119
H 5.9516 -0.9161 1.1187 0.125
H 4.3957 -0.5039 0.4211 0.117
H 4.7152 -2.0464 4.4698 0.096
H 6.1038 -1.2902 3.6893 0.087
H 5.5988 -2.8582 3.1655 0.059
H 3.7004 0.9442 2.3069 0.044
H 5.2624 0.6809 3.0536 0.083
H 3.7935 0.3504 3.9811 0.087
H 0.7897 -3.6244 2.6723 0.092
H 1.1648 -4.5900 1.2389 0.078
H 0.6647 -2.9225 1.0429 0.053
```

Values from the calculation:
Net charge: +1
Electronic energy (hartree): -2716.71353
Multiplicity: 3

***

No. 2
# C24H23IIrN5O2S

C24H23IIrN5O2S as an isolated structure (the ωB97M-V functional and the def2-TZVPD basis, the Open Molecules 2025 dataset).

The geometry in XYZ format:
```
57
Properties=species:S:1:pos:R:3:lowdin_charge:R:1
Ir -0.0361 -0.0526 -0.0843 1.215
C -1.8006 1.1031 -2.8387 -0.002
C -0.4042 1.6165 -2.7335 -0.280
C 0.0540 2.5573 -3.6596 0.001
C 1.3321 3.0540 -3.5800 -0.007
C 2.1580 2.6024 -2.5594 0.016
C 1.6711 1.6742 -1.6685 -0.181
N 0.3977 1.1833 -1.7495 0.011
C 2.5075 1.1586 -0.5620 -0.174
C 3.8731 1.3343 -0.4090 0.043
C 4.5057 0.7198 0.6625 0.010
C 3.7878 -0.0691 1.5503 0.039
C 2.4243 -0.2172 1.3520 -0.201
N 1.8367 0.4204 0.3304 -0.082
C 1.4886 -1.0205 2.1736 -0.195
C 1.9134 -1.7002 3.2896 0.023
C 0.9810 -2.3889 4.0573 0.004
C -0.3410 -2.3165 3.6984 0.015
C -0.7392 -1.5999 2.5643 -0.255
C -2.2042 -1.4807 2.2925 -0.002
N 0.1733 -1.0021 1.7822 -0.003
H -2.2491 1.4374 -3.7702 0.096
H -2.4002 1.4746 -2.0052 0.095
H -1.8259 0.0194 -2.7931 0.074
H -0.6194 2.8782 -4.4416 0.132
H 1.6910 3.7821 -4.2947 0.132
H 3.1648 2.9796 -2.4617 0.122
H 4.4454 1.9123 -1.1185 0.126
H 5.5725 0.8387 0.7944 0.133
H 4.2926 -0.5662 2.3647 0.125
H 2.9568 -1.7002 3.5666 0.122
H 1.2917 -2.9481 4.9291 0.132
H -1.1054 -2.8044 4.2874 0.136
H -2.6679 -2.4677 2.3100 0.103
H -2.4188 -0.9889 1.3524 0.046
H -2.6588 -0.9041 3.1009 0.108
O -1.9066 -0.7158 -0.6041 -0.342
N -1.9537 -1.9876 -1.0634 -0.172
C -3.1986 -2.4927 -1.2405 0.004
C -3.3679 -3.7545 -1.7316 -0.016
C -2.2370 -4.5127 -2.0491 -0.021
C -0.9870 -3.9785 -1.8612 -0.057
C -0.8386 -2.6817 -1.3549 -0.589
S 0.7181 -1.9517 -1.1200 0.749
H -3.9956 -1.8170 -0.9699 0.151
H -4.3670 -4.1404 -1.8671 0.126
H -2.3451 -5.5151 -2.4396 0.128
H -0.0918 -4.5366 -2.0963 0.122
N 0.3622 2.7326 2.0860 0.228
C -0.7250 2.6691 1.3217 -0.627
O -1.0545 1.6520 0.6843 -0.128
C -1.5808 3.8893 1.2186 -0.519
I -0.9608 4.9382 -0.5362 0.917
H 0.9759 1.9390 2.1674 0.103
H 0.5947 3.5720 2.5909 0.136
H -1.4712 4.5667 2.0593 0.061
H -2.6179 3.6067 1.0770 0.069
```

Values from the calculation:
Net charge: +2
Energy above the lowest of the compared OMol25 structures with the same formula, charge and spin (kJ/mol): 0.0
Multiplicity: 1

***

Question: What is the multiplicity in the second record?
Answer: 1